Entry from the OMol25 dataset: one molecule with the formula C5H8N2 (ωB97M-V with the def2-TZVPD basis set).

Calculated values
DFT total energy: -304.7914 a.u.
Energy relative to the best compared isomer or geometry (same formula, charge and spin): 27.65 kcal/mol
Maximum force: 0.6 eV/Å
Multiplicity: 1
Structure (SMILES): Cc1cnn(C)c1
LUMO: 0.99 eV
E_HOMO: -8.69 eV

Each atom is followed by the atoms it is bonded to, with distances in Å.
Atoms and positions in Å:
1 N -0.2512 -1.4304 -0.4646  N2 1.338, C7 1.316
2 N 0.6033 -0.4800 -0.8601  N1 1.338, C3 1.443, C4 1.359
3 C 1.7369 -0.8790 -1.6594  N2 1.443, H10 1.091, H13 1.093, H15 1.092
4 C 0.2865 0.7517 -0.3816  N2 1.359, C5 1.391, H12 1.086
5 C -0.8116 0.5741 0.4541  C4 1.391, C6 1.511, C7 1.404
6 C -1.2694 1.1555 1.7715  C5 1.511, H8 1.093, H11 1.089, H14 1.100
7 C -1.1233 -0.7833 0.2789  N1 1.316, C5 1.404, H9 1.081
8 H -2.2842 1.5601 1.8111  C6 1.093
9 H -1.9779 -1.2676 0.7306  C7 1.081
10 H 1.4750 -0.8782 -2.7187  C3 1.091
11 H -0.5568 1.8762 2.1704  C6 1.089
12 H 0.8367 1.6038 -0.7699  C4 1.086
13 H 2.5857 -0.2149 -1.4775  C3 1.093
14 H -1.2563 0.3045 2.4681  C6 1.100
15 H 2.0065 -1.8924 -1.3530  C3 1.092

Results of the Mulliken charge analysis, in e, for atoms 1 through 8: atom 1 (N): -0.865, atom 2 (N): 0.621, atom 3 (C): -0.792, atom 4 (C): -0.542, atom 5 (C): 0.436, atom 6 (C): -1.135, atom 7 (C): -0.403, atom 8 (H): 0.279